Record 1
Density functional theory data (ωB97M-V/def2-TZVPD) for a structure of composition C18H18ClOTb in a non-equilibrium geometry.

DFT total energy	-2056.4239	hartree
⟨S²⟩	12.07
multiplicity	7

```
39
C18H18ClOTb (ωB97M-V/def2-TZVPD)
C 0.43801 -1.82310 1.47907
C -0.86681 -2.22824 1.04547
C -0.77038 -2.65090 -0.31849
H -1.75255 -2.23471 1.66868
C 0.59154 -2.49331 -0.71613
C 1.33920 -1.98798 0.38386
H 2.41977 -1.84674 0.38102
H 0.65732 -1.46352 2.47885
H -1.52015 -3.14784 -0.90407
H 1.00007 -2.85702 -1.65218
C -0.94997 2.54689 0.25355
C -0.62360 1.90499 1.50157
C 0.77568 1.60561 1.51305
H -1.34928 1.74951 2.31672
C 1.31021 2.06210 0.27632
C 0.25677 2.64228 -0.47352
H 0.35496 3.17106 -1.40678
H -1.90656 2.98382 -0.01496
H 1.31508 1.13754 2.33986
H 2.36875 2.02222 -0.01139
Tb -0.30130 -0.02675 -0.04207
O -0.21761 -0.19778 -3.79984
C -1.38652 -0.82535 -4.31991
C -0.08387 -0.92969 -5.10407
H -1.71810 -1.68862 -3.75707
H -2.16416 -0.16485 -4.72378
H 0.46494 -1.87909 -4.98490
H 0.87969 -1.91847 -7.38016
C 0.59420 -0.87370 -7.48970
C 0.08334 -0.19660 -6.34829
C -0.30101 1.15304 -6.47198
H -0.69364 1.66198 -5.59486
C -0.15126 1.81745 -7.66912
H -0.43079 2.86854 -7.74820
C 0.35115 1.14090 -8.78876
H 0.44274 1.65239 -9.74230
C 0.70691 -0.20969 -8.70418
H 1.06790 -0.76402 -9.58131
Cl -1.39646 -0.12024 2.93233
```


Record 2
Density functional theory data (ωB97M-V/def2-TZVPD) for a cluster of 2 separate species, C18H18F3N3O4S in total.

DFT total energy	-1859.6967	hartree
energy above the lowest of the compared OMol25 structures with the same formula, charge and spin	1.9904	eV
structure (SMILES)	Cc1ccc(C[C@](F)(C#N)[C@H](C#N)N(C(=O)F)C(=O)F)cc1.O=S1(=O)CCCC1

```
47
C18H18F3N3O4S (ωB97M-V/def2-TZVPD)
C -3.41822 1.42391 -4.61420
C -2.50318 0.89307 -3.54186
C -1.81209 -0.29585 -3.73129
C -0.98760 -0.80236 -2.74261
C -0.83776 -0.12008 -1.54416
C 0.04183 -0.65435 -0.44147
C -0.72269 -1.53491 0.57970
F -2.08392 -1.48822 0.36099
C -0.48996 -1.01406 1.93993
N -0.41284 -0.48164 2.95195
C -0.32676 -3.02918 0.52654
C 1.11769 -3.13540 0.77637
N 2.24426 -3.22479 0.97195
N -0.65753 -3.55268 -0.81970
C -2.04256 -3.91321 -0.87881
O -2.76505 -4.14434 0.01368
F -2.39432 -3.99965 -2.15692
C 0.15691 -4.68498 -1.19959
O 0.91542 -4.71680 -2.08807
F -0.07126 -5.72782 -0.38647
C -1.51150 1.07870 -1.35362
C -2.33900 1.57542 -2.34326
H -3.52480 2.50182 -4.52334
H -3.01624 1.18599 -5.59716
H -4.40528 0.96789 -4.54429
H -1.90481 -0.83745 -4.66352
H -0.45289 -1.73203 -2.89054
H 0.85399 -1.23413 -0.87499
H 0.44845 0.19814 0.09782
H -0.82523 -3.58622 1.32274
H -1.36276 1.60463 -0.41865
H -2.86619 2.50564 -2.17758
O 0.82863 4.41589 2.64288
S 1.22467 3.05757 2.37586
O 0.37682 2.18424 1.60096
C 2.87212 3.06479 1.67288
C 3.79269 2.98853 2.88649
C 3.16459 1.94537 3.82270
C 1.66664 2.25993 3.92359
H 2.99353 3.96360 1.07324
H 2.96354 2.17805 1.04609
H 4.80665 2.71646 2.59771
H 3.83343 3.96025 3.38278
H 3.30394 0.94738 3.40256
H 3.62975 1.95405 4.80691
H 1.05037 1.37086 4.03535
H 1.44849 2.96798 4.72043
```


Record 3
Density functional theory data (ωB97M-V/def2-TZVPD) for a structure of composition C18H18F6N3O4PdS4 in a non-equilibrium geometry.

DFT total energy	-3481.7826	hartree
total charge	-1
energy above the lowest of the compared OMol25 structures with the same formula, charge and spin	2.1535	eV
⟨S²⟩	2.02
multiplicity	3

```
54
C18H18F6N3O4PdS4 (ωB97M-V/def2-TZVPD)
Pd -0.11049 0.79001 0.35436
C -1.41571 -1.34389 -2.09017
N -0.25345 -0.61280 -2.58790
C 0.78199 -1.47893 -3.10130
C 1.19908 -2.56696 -2.12217
N 1.48139 -2.08578 -0.77581
C 2.06119 -0.77929 -0.61866
C 1.37165 -2.96428 0.27406
C 1.54683 -4.34188 0.03681
C 1.51550 -5.26047 1.06353
C 1.29851 -4.85259 2.38131
C 1.05587 -3.52448 2.63353
C 1.04397 -2.55202 1.60565
S 0.50776 -0.98121 2.05897
C -0.52814 0.55441 -3.34217
C -0.06336 0.67933 -4.65534
C -0.27791 1.82859 -5.40520
C -0.98636 2.87961 -4.84975
C -1.44355 2.77345 -3.54356
C -1.21626 1.64358 -2.75274
S -1.80125 1.70628 -1.08670
H -1.67039 -2.17348 -2.76993
H -2.26843 -0.67613 -2.02133
H -1.22695 -1.73869 -1.09350
H 1.64750 -0.86825 -3.35823
H 0.47068 -2.00333 -4.02198
H 2.07722 -3.06324 -2.56298
H 0.41028 -3.31428 -2.05468
H 2.69460 -0.54584 -1.47574
H 2.65112 -0.72181 0.28930
H 1.29019 0.00764 -0.54545
H 1.73959 -4.68859 -0.96846
H 1.67661 -6.30768 0.83764
H 1.29550 -5.57303 3.18847
H 0.83058 -3.18374 3.63671
H 0.46753 -0.13923 -5.12529
H 0.10430 1.89000 -6.41801
H -1.16572 3.78443 -5.41908
H -1.97055 3.60059 -3.08302
F 0.36242 3.82213 0.58475
C -0.37583 3.90521 1.68446
F 0.16355 4.86586 2.45535
F -1.61421 4.24281 1.37057
S -0.31681 2.31788 2.67041
O -1.38133 1.42285 2.20821
O 1.06139 1.93140 2.50085
N -0.56900 2.85911 4.11971
S -1.89292 2.49199 4.94415
O -1.99219 1.10951 5.31465
O -3.07017 3.18408 4.50274
C -1.38397 3.35363 6.48469
F -2.39287 3.28983 7.35568
F -1.10198 4.63650 6.26009
F -0.31701 2.77121 7.03251
```


Record 4
Density functional theory data (ωB97M-V/def2-TZVPD) for a structure of composition C18H18F9N3O4SSe2Ti.

DFT total energy	-8111.3567	hartree
energy above the lowest of the compared OMol25 structures with the same formula, charge and spin	0.1816	eV

```
56
C18H18F9N3O4SSe2Ti (ωB97M-V/def2-TZVPD)
Ti -0.15347 -0.23271 0.89321
Se -0.40004 0.56934 3.64350
Se 1.77419 1.62040 1.28741
C 2.55622 -0.01019 1.73635
C 3.84457 -0.24357 2.22688
C 4.23135 -1.53960 2.47700
C 3.33905 -2.59497 2.25853
C 2.07975 -2.29877 1.80053
N 1.70869 -1.03478 1.53759
C -1.71452 1.41213 2.64689
C -2.72850 2.25136 3.13912
C -3.66914 2.74277 2.27309
C -3.61494 2.40848 0.91012
C -2.60144 1.59991 0.47815
N -1.66413 1.12646 1.32993
H 4.50537 0.59402 2.39890
H 5.22625 -1.74303 2.85250
H 3.61790 -3.61963 2.45454
H 1.32787 -3.05710 1.63550
H -2.74955 2.47560 4.19579
H -4.46169 3.38177 2.64147
H -4.35376 2.76984 0.21019
H -2.48864 1.31019 -0.55578
C 3.30812 -0.10502 -1.54631
O 1.97099 0.31089 -1.71201
C 1.90195 1.61739 -2.24204
C 0.45700 2.02362 -2.41045
O -0.24178 2.17541 -1.18205
C -0.15152 3.49082 -0.66708
H 3.82923 -0.14125 -2.51020
H 3.29356 -1.10364 -1.11271
H 3.84979 0.57187 -0.87533
H 2.38946 1.64321 -3.22714
H 2.42943 2.31845 -1.58175
H -0.07002 1.26567 -2.98336
H 0.41815 2.96300 -2.97412
H -0.67181 4.19660 -1.32324
H 0.88912 3.81039 -0.55289
H -0.62655 3.49686 0.31283
F -2.81612 -3.32983 -0.36010
C -2.77114 -2.19276 -1.06238
F -3.60308 -2.34803 -2.09782
F -3.25976 -1.21660 -0.30641
C -1.29340 -1.83333 -1.52074
O -0.77663 -0.81780 -0.76378
C -0.37727 -3.09573 -1.47412
F -0.84815 -4.05897 -2.27245
F -0.27116 -3.60306 -0.24496
F 0.85874 -2.78802 -1.86996
C -1.34822 -1.31135 -2.99681
F -2.11841 -0.21362 -3.03261
F -0.13359 -0.96742 -3.42263
F -1.83337 -2.19476 -3.86770
O -3.13375 -2.17355 3.05543
S -1.82466 -2.60103 2.60297
N -1.03653 -1.67636 1.75052
```


Record 5
Density functional theory data (ωB97M-V/def2-TZVPD) for a structure of composition C18H18MoN2O4.

DFT total energy	-1174.7012	hartree
total charge	+2
energy above the lowest of the compared OMol25 structures with the same formula, charge and spin	0.0654	eV

```
43
C18H18MoN2O4 (ωB97M-V/def2-TZVPD)
Mo -0.46890 -0.83367 0.21301
C -2.57736 -2.62575 -3.12256
O -2.10262 -1.67965 -4.08668
C -1.80926 -0.41700 -3.74918
C -1.92049 0.52306 -4.79549
C -1.68238 1.86399 -4.61259
C -1.31422 2.34192 -3.35510
C -1.15637 1.44198 -2.31347
C -0.72337 1.95269 -1.04237
N -0.36153 1.24498 -0.02229
N -0.02781 1.99547 1.11693
C 0.14298 1.22850 2.11475
O -0.02444 -0.14036 1.83755
C 0.50059 1.60917 3.46444
C 0.74860 2.95595 3.74440
C 1.08493 3.32383 5.03194
C 1.17172 2.35986 6.03199
C 0.92414 1.02295 5.75282
C 0.58733 0.64193 4.46581
C -1.39826 0.07525 -2.52505
O -1.15345 -0.76125 -1.43568
H -3.02444 -3.42791 -3.70004
H -1.75609 -3.02323 -2.52817
H -3.33653 -2.17295 -2.48425
H -2.23080 0.13800 -5.75848
H -1.79732 2.54901 -5.44039
H -1.14106 3.39691 -3.18968
H -0.68995 3.02915 -0.90123
H 0.67949 3.69481 2.95795
H 1.28163 4.36174 5.26136
H 1.43386 2.65586 7.03899
H 0.99178 0.28197 6.53685
H 0.38763 -0.39752 4.24431
C 1.68063 -4.12765 -1.24624
O 0.80971 -3.00708 -0.79575
C 1.21920 -1.98337 -0.15737
C 2.61769 -1.80191 0.26938
H 2.16432 -4.55947 -0.37620
H 2.39012 -3.73528 -1.96829
H 0.99072 -4.82391 -1.70565
H 3.30864 -2.53574 -0.13727
H 2.65162 -1.84479 1.36471
H 2.92932 -0.79046 0.00228
```